The following is a quantum chemistry calculation of C29H28ClF2IInN6OS4 as an isolated structure, from the Open Molecules 2025 dataset.

The geometry in XYZ format:
```
73
Properties=species:S:1:pos:R:3:lowdin_charge:R:1
In 0.85 0.65 0.25 0.782
C -0.65 -2.40 4.96 0.010
C 0.64 -1.79 4.57 -0.318
N 1.78 -1.96 5.14 0.150
N 2.65 -1.21 4.39 0.048
C 2.10 -0.57 3.36 -0.742
S 2.83 0.45 2.26 0.765
N 0.79 -0.95 3.47 -0.077
N -0.18 -0.56 2.56 0.083
H -0.52 -2.94 5.90 0.096
H -1.01 -3.11 4.21 0.088
H -1.42 -1.64 5.10 0.093
H 3.61 -1.14 4.67 0.163
H -0.87 -1.30 2.46 0.078
H -0.66 0.27 2.89 0.073
F -0.70 3.50 4.73 0.095
C -0.78 3.37 3.40 -0.259
C -0.02 2.39 2.77 -0.084
C -0.08 2.29 1.39 -0.168
C -0.87 3.16 0.63 -0.128
C -1.67 4.06 1.34 -0.208
F -2.55 4.85 0.68 0.077
C -1.63 4.19 2.71 0.089
C -0.76 3.15 -0.85 -0.208
C -1.20 4.18 -1.69 0.019
C -0.95 4.10 -3.05 -0.020
C -0.26 3.01 -3.56 -0.033
C 0.15 2.04 -2.68 -0.138
N -0.11 2.10 -1.37 0.029
H 0.63 1.77 3.37 0.078
H -2.25 4.92 3.21 0.144
H -1.70 5.04 -1.28 0.116
H -1.29 4.90 -3.70 0.121
H -0.02 2.94 -4.62 0.120
H 0.72 1.18 -3.01 0.106
C -2.31 -0.33 -4.02 -0.523
C -1.47 -1.52 -3.56 -0.483
S -0.62 -1.39 -1.96 0.869
C -1.60 -2.44 -0.85 -0.514
C -2.88 -1.84 -0.28 -0.504
S -2.61 -0.21 0.47 0.855
C -3.75 0.88 -0.44 -0.491
C -3.39 1.23 -1.88 -0.508
S -3.86 -0.02 -3.13 0.896
H -2.62 -0.51 -5.05 0.075
H -1.72 0.59 -4.01 0.050
H -0.66 -1.67 -4.28 0.076
H -2.07 -2.44 -3.54 0.081
H -0.90 -2.69 -0.05 0.032
H -1.83 -3.37 -1.38 0.089
H -3.30 -2.51 0.47 0.078
H -3.61 -1.71 -1.07 0.035
H -3.73 1.80 0.16 0.069
H -4.75 0.46 -0.36 0.082
H -2.33 1.42 -1.99 0.033
H -3.93 2.14 -2.15 0.077
Cl 6.07 -3.71 -1.94 0.720
C 4.93 -2.42 -1.74 -0.604
C 5.10 -1.26 -2.44 -0.153
C 4.21 -0.19 -2.27 -0.622
I 4.46 1.57 -3.36 0.956
C 3.13 -0.25 -1.40 -0.427
O 2.31 0.76 -1.21 -0.241
C 2.93 -1.50 -0.72 -0.164
N 1.81 -1.60 0.06 0.027
C 1.58 -2.73 0.69 -0.149
C 2.43 -3.84 0.62 -0.021
C 3.55 -3.76 -0.16 0.006
C 3.83 -2.58 -0.88 -0.153
H 5.94 -1.16 -3.12 0.102
H 0.67 -2.80 1.27 0.094
H 2.19 -4.74 1.17 0.116
H 4.23 -4.60 -0.24 0.099
```

Computed properties:
Spin multiplicity: 1
Orbital gap, eV: 7.4
HOMO level, Eh: -0.3742
Energy relative to the best compared isomer or geometry (same formula, charge and spin), kcal/mol: 13.1
Charge: +1

=====

The following is a quantum chemistry calculation of one molecule with the formula C5H9NO, from the Open Molecules 2025 dataset.

The geometry in XYZ format:
```
16
Properties=species:S:1:pos:R:3:lowdin_charge:R:1
C -1.19 0.07 1.35 -0.063
C -1.12 -0.01 -0.15 -0.352
N -1.07 1.30 -0.79 0.063
C 0.12 0.40 -0.86 -0.291
C 1.46 0.39 -0.11 -0.088
C 1.60 -1.14 -0.23 -0.271
O 1.96 -1.75 -1.20 0.054
H -0.74 1.02 1.68 0.083
H -2.23 0.06 1.69 0.077
H -0.66 -0.76 1.83 0.069
H -1.71 -0.80 -0.62 0.140
H -1.55 1.24 -1.69 0.099
H 0.32 0.03 -1.86 0.135
H 1.42 0.65 0.95 0.104
H 2.26 0.98 -0.59 0.120
H 1.16 -1.67 0.65 0.123
```

Computed properties:
Spin multiplicity: 1
Orbital gap, eV: 10.6
Structure (SMILES): C[C@H]1N[C@H]1CC=O
HOMO level, Eh: -0.3552
Energy relative to the best compared isomer or geometry (same formula, charge and spin), kcal/mol: 59.3

=====

The following is a quantum chemistry calculation of C27H58F6N6O13P as an isolated structure, from the Open Molecules 2025 dataset.

The geometry in XYZ format:
```
111
Properties=species:S:1:pos:R:3:lowdin_charge:R:1
P -0.19 0.42 0.81 0.556
F 1.04 1.44 0.94 -0.117
F -0.88 1.36 -0.46 -0.218
F 0.72 -0.45 -0.24 -0.322
F -1.40 -0.58 0.71 -0.307
F 0.51 -0.43 2.09 -0.089
F -1.03 1.25 1.91 -0.166
C -0.36 3.69 0.73 -0.217
O -1.25 4.58 0.06 -0.047
H -0.31 3.74 1.81 0.108
H -0.40 2.70 0.26 0.002
H 0.67 3.92 0.47 0.070
H -1.93 4.70 0.73 0.080
C -1.87 -0.49 -1.89 -0.144
C -2.09 -0.13 -3.31 -0.211
C -2.37 1.28 -3.40 -0.059
O -1.27 1.79 -4.21 0.081
C -0.57 0.80 -4.74 -0.585
O 0.13 0.97 -5.71 0.150
O -1.00 -0.31 -4.22 0.060
H -1.66 -1.55 -1.82 0.097
H -2.70 -0.30 -1.21 0.026
H -0.99 -0.10 -1.37 0.081
H -2.90 -0.78 -3.63 0.182
H -2.62 1.80 -2.47 0.095
H -3.24 1.44 -4.05 0.142
C 0.50 -1.79 -1.53 -0.053
C 0.65 -1.59 -3.08 -0.163
C 2.07 -1.48 -3.57 -0.185
O 2.18 -2.64 -4.37 0.074
C 0.95 -3.19 -4.71 -0.532
O 0.72 -4.12 -5.52 0.055
O 0.09 -2.66 -3.92 0.123
H 1.31 -1.29 -0.99 0.013
H 0.39 -2.84 -1.24 0.127
H -0.41 -1.27 -1.24 0.023
H 0.13 -0.71 -3.48 0.067
H 2.63 -1.36 -2.64 0.113
H 2.00 -0.53 -4.11 0.155
C -4.18 -2.79 1.17 -0.293
O -4.72 -3.11 2.25 -0.020
N -3.35 -1.74 0.95 -0.033
C -2.64 -1.55 -0.31 -0.140
C -2.82 -0.97 2.10 -0.064
H -4.27 -3.48 0.32 0.136
H -2.94 -2.10 -1.20 0.153
H -1.58 -1.80 -0.24 0.079
H -2.56 -0.50 -0.59 0.000
H -2.30 -0.03 1.93 0.068
H -3.65 -0.70 2.75 0.110
H -2.23 -1.66 2.71 0.061
C 4.42 -1.91 1.10 -0.318
O 5.51 -1.41 0.82 -0.019
N 3.34 -1.52 0.34 -0.097
C 2.14 -2.36 0.28 -0.067
C 3.37 -0.27 -0.51 0.014
H 4.18 -2.78 1.73 0.134
H 1.21 -1.85 0.55 0.061
H 2.25 -3.20 0.96 0.096
H 2.02 -2.76 -0.73 0.091
H 3.25 -0.49 -1.57 0.066
H 2.58 0.37 -0.13 0.069
H 4.34 0.23 -0.47 0.112
C 1.61 0.87 -1.98 -0.280
O 2.21 -0.01 -2.56 -0.195
N 1.81 2.21 -2.11 -0.104
C 0.80 3.14 -1.58 -0.036
C 2.74 2.77 -3.10 -0.007
H 0.67 0.70 -1.43 0.126
H 1.42 3.97 -1.21 0.108
H -0.07 2.75 -1.06 0.057
H 0.41 3.56 -2.51 0.102
H 3.36 2.00 -3.56 0.097
H 2.13 3.16 -3.91 0.096
H 3.41 3.48 -2.61 0.092
C 2.40 2.66 2.92 -0.358
O 2.27 3.76 3.48 -0.028
N 2.83 1.54 3.48 -0.139
C 2.84 0.34 2.64 -0.046
C 3.38 1.44 4.85 -0.006
H 2.21 2.42 1.87 0.119
H 3.73 0.13 2.05 0.087
H 2.02 0.12 1.96 0.048
H 2.75 -0.46 3.37 0.075
H 3.20 2.35 5.42 0.084
H 2.95 0.54 5.30 0.086
H 4.44 1.22 4.72 0.091
C -2.82 1.76 0.08 -0.283
O -3.47 1.61 -0.99 -0.014
N -3.52 2.07 1.17 -0.098
C -5.05 2.29 1.25 0.015
C -2.88 2.20 2.39 -0.108
H -1.75 1.57 0.26 -0.036
H -5.51 2.55 0.30 0.074
H -5.22 3.18 1.87 0.073
H -5.67 1.49 1.63 0.084
H -2.88 1.25 2.93 0.082
H -1.84 2.48 2.23 0.068
H -3.39 2.92 3.02 0.102
C 1.21 -2.16 2.92 -0.327
O 2.25 -2.50 3.50 -0.033
N 0.27 -3.00 2.40 -0.160
C -0.85 -2.42 1.66 -0.055
C 0.34 -4.46 2.49 -0.031
H 0.91 -1.11 2.73 -0.113
H -1.06 -3.15 0.88 0.127
H -0.69 -1.45 1.18 -0.022
H -1.65 -2.35 2.39 0.053
H 0.64 -4.84 1.52 0.087
H 1.07 -4.84 3.21 0.083
H -0.64 -4.66 2.93 0.094
```

Computed properties:
Spin multiplicity: 1
Orbital gap, eV: 8.4
HOMO level, Eh: -0.2333
Energy relative to the best compared isomer or geometry (same formula, charge and spin), kcal/mol: 1088.7
Charge: -1

=====

The following is a quantum chemistry calculation of C25H47N2O4PS as an isolated structure, from the Open Molecules 2025 dataset.

The geometry in XYZ format:
```
80
Properties=species:S:1:pos:R:3:lowdin_charge:R:1
C 4.27 -0.16 1.27 -0.111
C 3.09 -0.01 0.31 -0.262
C 1.95 0.79 0.94 -0.209
C 0.88 1.31 -0.03 -0.195
C 0.60 0.39 -1.19 -0.212
C -0.14 -0.75 -1.10 -0.292
P -0.95 -1.12 0.51 0.989
C -2.66 -1.46 -0.09 -0.270
C -0.41 -2.82 0.98 -0.418
C -0.50 -3.99 -0.01 -0.145
C -0.33 -1.60 -2.24 0.006
C 0.20 -1.34 -3.45 -0.241
O 0.01 -2.16 -4.52 -0.025
C 1.15 -2.92 -4.90 -0.160
C 1.00 -4.35 -4.45 -0.180
O 1.07 -4.48 -3.04 -0.164
C 2.37 -4.40 -2.47 -0.282
C 2.84 -5.78 -2.04 -0.065
C 0.96 -0.14 -3.60 -0.282
N 1.55 0.30 -4.71 -0.213
S 2.26 1.68 -4.32 1.011
N 1.88 1.79 -2.76 -0.223
C 1.15 0.71 -2.46 -0.297
H 4.03 -0.82 2.10 0.072
H 4.61 0.80 1.65 0.071
H 5.12 -0.62 0.74 0.067
H 2.75 -1.00 0.03 0.100
H 3.44 0.51 -0.59 0.106
H 2.38 1.65 1.46 0.113
H 1.47 0.17 1.71 0.094
H 1.24 2.26 -0.42 0.105
H -0.05 1.47 0.51 0.059
H -3.16 -2.11 0.64 0.040
H -2.66 -1.97 -1.05 0.027
H -3.19 -0.52 -0.17 0.024
H 0.59 -2.75 1.40 0.063
H -1.07 -3.04 1.83 0.065
H 0.22 -3.90 -0.82 0.033
H -0.31 -4.93 0.51 0.072
H -1.50 -4.06 -0.43 0.068
H -0.92 -2.49 -2.15 0.104
H 2.05 -2.48 -4.47 0.120
H 1.25 -2.87 -5.99 0.132
H 1.77 -4.96 -4.93 0.129
H 0.03 -4.73 -4.74 0.133
H 3.07 -3.98 -3.19 0.115
H 2.33 -3.72 -1.63 0.109
H 3.08 -6.39 -2.91 0.073
H 2.06 -6.28 -1.48 0.076
H 3.73 -5.69 -1.42 0.076
C -5.16 4.25 -0.65 -0.079
C -4.31 3.59 0.43 -0.287
O -3.53 2.51 -0.03 -0.169
C -2.58 2.82 -1.04 -0.270
C -1.53 3.83 -0.61 -0.071
H -5.77 3.50 -1.16 0.082
H -5.83 4.98 -0.20 0.076
H -4.56 4.76 -1.40 0.067
H -4.96 3.17 1.20 0.118
H -3.68 4.34 0.92 0.103
H -3.08 3.15 -1.96 0.111
H -2.10 1.86 -1.27 0.106
H -1.94 4.83 -0.46 0.071
H -0.76 3.90 -1.38 0.079
H -1.07 3.51 0.32 0.060
C -1.05 3.60 3.65 -0.071
C -0.37 2.25 3.71 -0.271
O 0.84 2.23 4.43 -0.162
C 0.74 2.58 5.80 -0.284
C -0.14 1.65 6.61 -0.081
H -0.36 4.36 3.30 0.085
H -1.91 3.56 2.98 0.066
H -1.42 3.92 4.63 0.067
H -0.10 1.94 2.70 0.091
H -1.06 1.49 4.09 0.112
H 0.41 3.62 5.92 0.107
H 1.76 2.54 6.18 0.117
H -1.19 1.72 6.33 0.066
H -0.07 1.89 7.67 0.075
H 0.17 0.61 6.47 0.081
```

Computed properties:
Spin multiplicity: 1
Orbital gap, eV: 8.0
HOMO level, Eh: -0.3076